Entry 1:
{
  "formula": "CH4O2",
  "method": "ωB97M-V/def2-TZVPD",
  "smiles": "C=O.O",
  "lumo_ev": 0.55,
  "largest_force_ev_per_a": 3.317,
  "charge": 0,
  "e_above_lowest_kcal_mol": 8.00,
  "e_tot_ha": -190.93762,
  "orbital_gap_ev": 10.91,
  "symbols": ["O", "C", "H", "H", "O", "H", "H"],
  "coordinates": [[0.6356, 1.2969, 2.4206], [-0.2686, 0.9043, 1.6668], [-0.1716, 0.5971, 0.5983], [-1.2796, 0.8054, 2.1290], [0.0258, -1.0708, -2.4484], [0.7493, -0.5303, -2.0576], [0.3091, -2.0027, -2.3086]],
  "forces_ev_per_a": [[-1.9, -1.0, -2.6], [1.3, 0.7, 2.6], [0.4, 0.3, 0.5], [0.2, 0.0, -0.5], [1.0, -0.4, 0.6], [-0.7, -0.6, -0.5], [-0.3, 1.0, -0.1]],
  "nbo_charge": [-0.498, 0.258, 0.124, 0.115, -0.941, 0.469, 0.472]
}

---

Entry 2:
{
  "formula": "F6H14O7P",
  "method": "ωB97M-V/def2-TZVPD",
  "s_squared": 0.76,
  "lumo_ev": [-0.44, -8.60],
  "largest_force_ev_per_a": 2.424,
  "charge": 0,
  "e_tot_ha": -1475.65874,
  "orbital_gap_ev": [10.69, 2.52],
  "spin_multiplicity": 2,
  "symbols": ["P", "F", "F", "F", "F", "F", "F", "O", "H", "H", "O", "H", "H", "O", "H", "H", "O", "H", "H", "O", "H", "H", "O", "H", "H", "O", "H", "H"],
  "coordinates": [[-0.3172, 0.6434, -0.3295], [-0.7989, 1.2213, 1.1229], [-1.5350, 1.4434, -1.0609], [0.6026, 1.9889, -0.4586], [0.1586, -0.0567, -1.7032], [0.9247, -0.1968, 0.3303], [-1.2166, -0.7163, -0.2245], [-3.4784, 1.8710, 1.4256], [-2.5622, 1.7909, 1.1602], [-3.9018, 1.0922, 1.0645], [2.6124, 0.3580, -2.8816], [2.9958, -0.1168, -2.1441], [1.7428, 0.6153, -2.5753], [3.5278, 0.4131, 1.0250], [2.6585, 0.1664, 0.7094], [4.0963, -0.3059, 0.7490], [1.6566, 2.4906, 2.1205], [0.9006, 2.2209, 1.5990], [2.3998, 2.0449, 1.7140], [-3.5419, -0.8463, -1.9980], [-2.9168, -0.2829, -1.5418], [-4.2425, -0.9914, -1.3621], [1.5732, -2.9137, -0.6343], [0.9862, -2.6143, -1.3286], [0.9925, -3.3025, 0.0199], [-0.8484, -2.2789, 1.8421], [-1.6858, -2.0672, 2.2544], [-0.7828, -1.6708, 1.1058]],
  "forces_ev_per_a": [[-0.9, -0.9, -2.0], [0.6, -0.7, 0.0], [0.8, -0.8, 0.6], [0.4, -0.7, -0.1], [0.4, 1.7, -0.9], [0.0, 1.0, 1.2], [-0.7, 1.0, 1.1], [-0.3, 0.2, 0.2], [0.1, 0.0, -0.1], [-0.2, -0.1, -0.1], [0.5, 0.2, -0.3], [0.1, -0.2, 0.1], [-0.4, 0.0, 0.0], [-0.1, 1.0, 0.4], [-0.8, -0.6, -0.4], [0.4, -0.3, 0.1], [0.3, 0.9, 1.3], [-1.9, -0.5, -1.0], [1.7, -0.9, -0.6], [-0.2, -0.1, -0.2], [0.2, 0.2, 0.0], [-0.2, -0.1, 0.1], [0.4, 0.0, 0.0], [-0.2, 0.1, -0.2], [-0.2, -0.1, 0.3], [0.4, -0.5, 0.5], [-0.2, 0.0, 0.1], [-0.1, 0.0, -0.2]],
  "nbo_charge": [2.589, -0.593, -0.567, -0.589, -0.582, -0.602, -0.583, -0.941, 0.474, 0.462, -0.888, 0.460, 0.484, -0.866, 0.500, 0.505, -0.308, 0.521, 0.515, -0.936, 0.475, 0.459, -0.955, 0.477, 0.480, -0.940, 0.468, 0.481]
}

---

Entry 3:
{
  "formula": "C23H22IrN2O3STe",
  "method": "ωB97M-V/def2-TZVPD",
  "s_squared": 0.77,
  "lumo_ev": [-0.47, -0.93],
  "largest_force_ev_per_a": 2.658,
  "charge": 0,
  "e_tot_ha": -1995.31100,
  "orbital_gap_ev": [6.66, 5.95],
  "spin_multiplicity": 2,
  "symbols": ["Ir", "O", "C", "C", "C", "C", "C", "C", "C", "N", "C", "C", "N", "C", "C", "C", "C", "C", "C", "C", "O", "H", "H", "H", "H", "H", "H", "H", "H", "H", "H", "H", "H", "H", "H", "Te", "C", "S", "O", "C", "C", "C", "C", "C", "C", "H", "H", "H", "H", "H", "H", "H", "H"],
  "coordinates": [[0.2487, 0.9969, 0.7287], [-1.0697, 1.4364, -1.0626], [-0.6361, 2.0796, -2.0732], [-0.9883, 1.6545, -3.3832], [-0.5034, 2.2757, -4.5025], [0.3656, 3.3659, -4.3919], [0.6754, 3.8515, -3.1454], [0.1801, 3.2599, -1.9746], [0.4892, 3.8219, -0.7017], [0.2205, 3.2309, 0.4093], [0.3348, 3.8451, 1.7033], [-0.8252, 3.2889, 2.5395], [-0.8440, 1.8386, 2.4968], [-1.9133, 1.2442, 2.9096], [-2.0905, -0.1583, 3.1179], [-3.1300, -0.5600, 3.9761], [-3.2511, -1.8556, 4.4132], [-2.3286, -2.8101, 3.9778], [-1.3627, -2.4797, 3.0674], [-1.2237, -1.1584, 2.5610], [-0.3606, -0.9440, 1.6442], [-1.6533, 0.8053, -3.4551], [-0.7820, 1.9040, -5.4800], [0.7750, 3.8206, -5.2818], [1.3310, 4.7064, -3.0482], [0.9625, 4.8120, -0.6993], [0.2672, 4.9394, 1.6513], [1.2931, 3.5774, 2.1667], [-1.7596, 3.6978, 2.1297], [-0.7255, 3.6064, 3.5831], [-2.7651, 1.8630, 3.2140], [-3.8264, 0.1878, 4.3319], [-4.0357, -2.1289, 5.1029], [-2.3863, -3.8186, 4.3618], [-0.6684, -3.2213, 2.7004], [2.7948, 0.8593, 1.3699], [0.6414, -1.4855, -3.3451], [0.3261, -1.3458, -1.5307], [1.1890, -0.1970, -1.1454], [1.3408, -2.7847, -1.0968], [2.7141, -2.6343, -1.0747], [3.5196, -3.7147, -0.7654], [2.9436, -4.9373, -0.4592], [1.5639, -5.0756, -0.4551], [0.7560, -3.9960, -0.7775], [1.7083, -1.5693, -3.5130], [0.2768, -0.5697, -3.7989], [0.1149, -2.3528, -3.7259], [3.1427, -1.6677, -1.2937], [4.5924, -3.6004, -0.7703], [3.5693, -5.7838, -0.2170], [1.1115, -6.0230, -0.1974], [-0.3188, -4.0967, -0.7907]],
  "forces_ev_per_a": [[-1.1, 0.8, 1.6], [-1.0, -0.8, 0.5], [0.2, 0.4, 0.2], [-0.1, 0.0, -0.1], [0.0, -0.2, 0.2], [0.2, 0.3, -0.1], [0.0, 0.0, -0.2], [0.2, -0.6, -0.2], [-0.1, -0.1, 0.0], [1.2, -1.8, -0.3], [-0.1, 0.0, 0.5], [0.1, 0.8, -0.1], [0.7, -0.7, -2.5], [0.2, -0.4, 0.2], [0.1, -0.3, -0.5], [-0.1, -0.2, 0.2], [-0.3, 0.4, 0.2], [0.1, 0.1, -0.2], [0.1, -0.1, 0.0], [-0.3, 0.5, 0.3], [1.2, 0.7, -1.6], [-0.1, -0.1, 0.0], [0.0, 0.0, -0.1], [0.0, 0.1, 0.0], [0.1, 0.1, 0.0], [-0.4, 0.1, 0.2], [0.0, -0.1, 0.0], [-0.1, -0.1, -0.1], [0.1, -0.1, 0.1], [0.0, 0.1, -0.1], [0.3, 0.1, 0.3], [0.0, 0.1, 0.0], [0.0, 0.0, 0.0], [0.0, -0.1, 0.0], [0.1, 0.0, 0.0], [-0.9, 0.1, 0.4], [-0.2, 0.3, 0.7], [-0.1, -1.8, -1.2], [0.3, 2.2, 1.4], [-0.3, 0.1, 0.1], [0.1, 0.2, -0.1], [-0.1, 0.0, 0.0], [-0.1, -0.1, 0.0], [0.0, -0.1, 0.0], [-0.1, 0.1, -0.1], [0.2, -0.1, 0.1], [-0.1, 0.1, 0.0], [-0.1, -0.2, 0.0], [0.1, 0.1, 0.0], [0.1, 0.0, 0.0], [0.0, -0.1, 0.0], [0.0, 0.0, 0.0], [-0.2, 0.0, 0.1]],
  "nbo_charge": [1.066, -0.784, 0.425, -0.279, -0.175, -0.304, -0.120, -0.272, 0.205, -0.479, -0.249, -0.235, -0.453, 0.202, -0.267, -0.122, -0.300, -0.165, -0.256, 0.426, -0.709, 0.206, 0.209, 0.212, 0.203, 0.179, 0.199, 0.228, 0.196, 0.208, 0.183, 0.203, 0.213, 0.211, 0.214, -0.167, -0.788, 1.303, -0.960, -0.265, -0.147, -0.218, -0.194, -0.211, -0.200, 0.235, 0.251, 0.231, 0.235, 0.220, 0.217, 0.218, 0.222]
}

---

Entry 4:
{
  "formula": "C36H21MoN5O5SSbSe",
  "method": "ωB97M-V/def2-TZVPD",
  "lumo_ev": [-11.83, -11.83],
  "largest_force_ev_per_a": 1.340,
  "charge": 3,
  "e_above_lowest_kcal_mol": 31.93,
  "e_tot_ha": -5141.46140,
  "orbital_gap_ev": [5.00, 5.00],
  "symbols": ["Mo", "O", "C", "C", "O", "C", "C", "O", "C", "O", "O", "S", "N", "C", "C", "C", "C", "C", "N", "C", "C", "N", "C", "C", "C", "C", "C", "N", "H", "H", "H", "H", "H", "H", "C", "C", "C", "C", "C", "C", "Sb", "C", "C", "C", "C", "C", "C", "C", "C", "C", "C", "C", "C", "H", "H", "H", "H", "H", "H", "H", "H", "H", "H", "H", "H", "H", "H", "H", "Se", "C", "N"],
  "coordinates": [[-0.3658, 0.2985, -0.2321], [2.1746, -0.5026, 5.4479], [1.6928, -0.4306, 4.3727], [0.6345, -1.4220, 3.7725], [0.2258, -2.4262, 4.2485], [0.2928, -0.8303, 2.4095], [1.0665, 0.3141, 2.2006], [0.7510, 0.8684, 1.0594], [1.9842, 0.6744, 3.3032], [2.7783, 1.5617, 3.3478], [-0.5521, -1.1350, 1.5224], [-0.5655, -6.5867, -3.2980], [-1.7160, -5.4826, -3.1274], [-1.1702, -4.4427, -2.5192], [-1.8500, -3.2226, -2.1576], [-3.2136, -2.9875, -2.3667], [-3.7573, -1.7749, -1.9782], [-2.9510, -0.8252, -1.3867], [-1.6269, -1.0222, -1.1789], [-1.0884, -2.2262, -1.5524], [0.3118, -2.4112, -1.2741], [0.9326, -1.3617, -0.6794], [2.2233, -1.4828, -0.3546], [2.9454, -2.6458, -0.6038], [2.3281, -3.7095, -1.2244], [0.9758, -3.5975, -1.5778], [0.2091, -4.6294, -2.2304], [0.6653, -5.8055, -2.6277], [-3.8185, -3.7611, -2.8248], [-4.8071, -1.5616, -2.1214], [-3.3582, 0.1236, -1.0724], [2.7066, -0.6228, 0.0937], [3.9869, -2.6915, -0.3170], [2.8597, -4.6265, -1.4472], [0.7937, 4.7433, -5.6750], [1.8540, 4.7508, -4.7802], [1.9302, 3.7918, -3.7781], [0.9344, 2.8264, -3.7164], [-0.1473, 2.8130, -4.5898], [-0.2059, 3.7817, -5.5794], [1.2499, 1.2214, -2.3556], [3.1828, 1.5417, -1.5480], [3.3023, 2.0722, -0.2645], [4.5635, 2.3441, 0.2483], [5.6919, 2.0998, -0.5235], [5.5648, 1.6030, -1.8141], [4.3101, 1.3237, -2.3378], [1.2116, -0.4784, -3.6305], [0.0217, -0.7614, -4.3007], [-0.0421, -1.8435, -5.1664], [1.0788, -2.6420, -5.3635], [2.2601, -2.3626, -4.6910], [2.3294, -1.2844, -3.8165], [0.7395, 5.4968, -6.4489], [2.6259, 5.5047, -4.8549], [2.7542, 3.8046, -3.0758], [-0.9328, 2.0726, -4.5184], [-1.0315, 3.7842, -6.2782], [2.4336, 2.3056, 0.3372], [4.6553, 2.7565, 1.2442], [6.6739, 2.3149, -0.1241], [6.4444, 1.4405, -2.4227], [4.2221, 0.9735, -3.3581], [-0.8556, -0.1356, -4.1700], [-0.9573, -2.0509, -5.7063], [1.0342, -3.4730, -6.0550], [3.1368, -2.9758, -4.8549], [3.2531, -1.0887, -3.2880], [-3.4331, 3.8199, 0.5202], [-2.3721, 2.5974, 0.1353], [-1.5828, 1.6829, -0.1421]],
  "forces_ev_per_a": [[-0.9, 0.1, 0.6], [0.0, 0.0, 0.0], [-0.1, 0.0, 0.0], [0.0, -0.1, 0.1], [0.0, 0.0, 0.0], [0.1, 0.1, 0.0], [-0.1, -0.5, 0.1], [0.9, 0.6, 0.8], [0.1, 0.1, 0.0], [0.0, 0.0, 0.0], [-0.1, 0.6, -0.8], [0.0, 0.0, 0.0], [-0.2, 0.0, 0.0], [0.3, -0.1, 0.0], [-0.1, 0.2, 0.1], [0.1, 0.0, 0.0], [0.0, -0.1, 0.0], [0.0, 0.1, 0.0], [-0.3, -0.8, -0.1], [-0.1, 0.0, 0.0], [0.1, 0.0, 0.0], [0.4, -0.5, -0.3], [0.0, 0.1, 0.1], [0.0, -0.1, 0.0], [0.0, 0.0, 0.0], [0.0, 0.1, 0.1], [-0.3, 0.0, -0.1], [0.1, -0.1, 0.0], [0.0, 0.0, 0.0], [0.0, 0.0, 0.0], [0.0, 0.0, 0.0], [0.0, 0.0, 0.0], [0.0, 0.0, 0.0], [0.0, 0.0, 0.0], [0.0, 0.0, 0.0], [0.0, 0.0, 0.0], [0.0, 0.0, 0.0], [-0.2, -0.3, 0.6], [0.0, 0.1, 0.0], [0.0, 0.0, 0.0], [0.6, 0.1, -0.7], [-0.3, 0.0, 0.0], [0.0, 0.0, 0.0], [0.0, 0.0, 0.0], [0.0, 0.0, 0.0], [0.0, 0.0, 0.0], [-0.1, 0.0, 0.0], [0.0, 0.1, 0.2], [0.0, 0.0, 0.0], [0.0, 0.0, 0.0], [0.0, 0.0, 0.0], [0.0, 0.0, 0.0], [0.0, 0.0, 0.1], [0.0, 0.0, 0.0], [0.0, 0.0, 0.0], [0.0, 0.0, 0.0], [0.0, 0.0, 0.0], [0.0, 0.0, 0.0], [0.1, 0.0, 0.0], [0.0, 0.0, 0.0], [0.0, 0.0, 0.0], [0.0, 0.0, 0.0], [0.0, 0.0, 0.0], [0.0, 0.0, 0.0], [0.0, 0.0, 0.0], [0.0, 0.0, 0.0], [0.0, 0.0, 0.0], [0.0, 0.0, 0.0], [0.2, -0.2, -0.1], [-0.1, 0.4, -0.1], [-0.2, 0.0, -0.2]],
  "mulliken_charge": [0.467, -0.348, 0.314, -0.081, -0.369, 1.417, 0.581, -0.444, -0.226, -0.444, -0.498, 0.262, -0.658, 0.879, 0.297, -0.518, -1.012, -0.394, 0.376, -0.105, -0.241, 1.199, -0.674, -1.334, -0.525, 0.559, 0.560, -0.624, 0.646, 0.488, 0.423, 0.735, 0.557, 0.635, -0.591, -0.713, -0.401, 0.861, -0.555, -0.713, 1.862, 0.672, -0.762, -0.730, -0.595, -0.823, -0.379, 1.199, -0.712, -0.894, -0.638, -0.947, -0.370, 0.425, 0.438, 0.455, 0.270, 0.429, 0.469, 0.515, 0.451, 0.466, 0.562, 0.150, 0.503, 0.526, 0.505, 0.470, 0.270, 0.683, -1.259]
}